#w
DFT (ωB97M-V/def2-TZVPD) results for C3H3NS2 in the gas phase.

Calculated values
E_HOMO ... -8.85 eV
Molar mass ... 117.20 u
Structure (SMILES) ... CC1(C#N)SS1
Kohn-Sham gap ... 8.634 eV

Each line ends with the natural charge from an NBO analysis.
Element x y z (Å)
C1 -1.29997 0.71039 -0.09029  0.234
C2 0.10303 0.41830 0.16315  -0.343
C3 0.37704 -1.02703 -0.25561  -0.595
N1 -2.43375 0.87283 -0.14962  -0.285
S1 0.68259 1.33890 1.66131  0.150
S2 1.23494 1.78479 -0.21913  0.152
H1 0.11718 -1.60324 0.51372  0.223
H2 1.37126 -1.17869 -0.39117  0.226
H3 -0.15232 -1.31626 -1.23235  0.237

---

#x
DFT (ωB97M-V/def2-TZVPD) results for C3H3NS2 in the gas phase.

Calculated values
E_HOMO ... -7.80 eV
Molar mass ... 117.20 u
Kohn-Sham gap ... 7.424 eV

Each line ends with the natural charge from an NBO analysis.
Element x y z (Å)
C1 1.43936 0.04382 -0.18612  0.088
C2 -0.32488 1.68988 -0.53388  -0.597
C3 -0.33076 -1.49005 0.37192  -0.223
N1 0.72324 -0.84744 0.20884  -0.310
S1 -1.56876 1.20412 0.34960  0.346
S2 -1.78786 -0.85620 -0.45454  0.051
H1 2.11685 0.01872 -1.00999  0.216
H2 0.33440 2.39709 -0.04787  0.194
H3 -0.60159 -2.15994 1.30204  0.234

---

It is #x that is the least stable of them.

---

#w
DFT (ωB97M-V/def2-TZVPD) results for C3H3NS2 in the gas phase.

Calculated values
E_HOMO ... -9.55 eV
Molar mass ... 117.20 u
Structure (SMILES) ... CC(=S)SC#N
Kohn-Sham gap ... 8.645 eV

Each line ends with the natural charge from an NBO analysis.
Element x y z (Å)
C1 1.31052 0.90250 1.54060  0.002
C2 -0.63430 0.54592 -0.57666  -0.206
C3 -0.37194 -0.86231 -0.46803  -0.735
N1 2.10203 0.35024 2.16410  -0.284
S1 -1.40706 1.20450 -1.78164  0.142
S2 0.05323 1.71466 0.79117  0.303
H1 0.23409 -1.15026 0.34441  0.243
H2 -1.35049 -1.49576 -0.67226  0.271
H3 0.06392 -1.20950 -1.34168  0.263

---

#x
DFT (ωB97M-V/def2-TZVPD) results for 2 unconnected molecules or ions with the total composition C3H3NS2.

Calculated values
E_HOMO ... -8.83 eV
Molar mass ... 117.20 u
Kohn-Sham gap ... 8.593 eV

Each line ends with the natural charge from an NBO analysis.
Element x y z (Å)
C1 1.24125 -0.59570 0.79687  -0.705
C2 1.16119 0.36269 -0.03558  0.457
C3 -2.29482 -0.27181 -0.07020  -0.367
N1 1.05680 1.31557 -0.74708  -0.666
S1 -2.41902 -1.74381 -0.57901  0.188
S2 -2.19736 1.26252 0.29974  0.179
H1 2.27524 -0.86908 0.85989  0.259
H2 0.29392 -0.86275 1.20263  0.257
H3 0.88280 1.40236 -1.72726  0.398

---

It is #x that is the least stable of them.

---

#w
DFT (ωB97M-V/def2-TZVPD) results for 2 unconnected molecules or ions with the total composition C5H8O3S.

Calculated values
E_HOMO ... -8.95 eV
Molar mass ... 148.18 u
Kohn-Sham gap ... 9.096 eV

Each line ends with the natural charge from an NBO analysis.
Element x y z (Å)
C1 -1.03872 -0.36708 1.91746  -0.376
C2 -1.07275 -1.09929 -2.72595  -0.215
C3 -0.63768 -1.14593 -1.45804  0.087
C4 -1.19596 -0.65689 0.76852  0.320
C5 -0.28544 -1.40913 -3.99561  -0.628
O1 2.38691 2.35742 4.82946  -0.911
O2 1.23558 3.36729 2.78898  -0.910
O3 -1.59538 -0.77334 -0.48201  -0.476
S1 1.34226 2.09148 3.47873  1.314
H1 3.35918 2.39962 4.56923  0.491
H2 -0.69860 -0.13295 2.88068  0.226
H3 -2.04976 -0.86963 -3.00169  0.207
H4 0.40944 -1.54105 -1.19026  0.208
H5 -0.66777 -2.37523 -4.26978  0.218
H6 -0.42563 -0.71127 -4.73217  0.216
H7 0.76395 -1.45689 -3.90748  0.210
H8 0.17038 2.32285 4.52993  0.018

---

#x
DFT (ωB97M-V/def2-TZVPD) results for C5H8O3S in the gas phase.

Calculated values
E_HOMO ... -8.60 eV
Molar mass ... 148.18 u
Structure (SMILES) ... C=[S@@]1(=O)C[C@H]2O[C@@]2(C)O1
Kohn-Sham gap ... 9.381 eV

Each line ends with the natural charge from an NBO analysis.
Element x y z (Å)
C1 -0.35603 -1.44418 0.64951  -0.651
C2 -2.68473 0.14173 -1.03592  -0.968
C3 0.91160 -0.87850 0.77110  -0.003
C4 1.16014 0.20762 -0.27111  0.503
C5 1.90183 1.47072 -0.17195  -0.663
O1 -0.02000 0.39885 -1.01727  -0.685
O2 -1.46788 0.73668 1.08730  -0.954
O3 1.73514 -1.00470 -0.39314  -0.468
S1 -1.31694 -0.03908 -0.11523  1.977
H1 -0.29946 -2.39556 0.15538  0.248
H2 -0.82038 -1.70450 1.53517  0.253
H3 -2.69853 -0.31455 -1.98683  0.227
H4 -3.56009 0.40222 -0.49821  0.255
H5 1.55411 -0.80453 1.59789  0.214
H6 1.22438 2.18102 -0.53638  0.246
H7 2.85596 1.42076 -0.63995  0.236
H8 1.88088 1.62599 0.86963  0.234

---

It is #w that is the least stable of them.

---

#w
DFT (ωB97M-V/def2-TZVPD) results for C4H10N2O in the gas phase.

Calculated values
E_HOMO ... -9.52 eV
Molar mass ... 102.14 u
Structure (SMILES) ... NCCCNC=O
Kohn-Sham gap ... 10.381 eV

Each line ends with the natural charge from an NBO analysis.
Element x y z (Å)
O1 -1.06063 1.34063 -3.11951  -0.604
C1 -0.18521 0.70228 -2.55796  0.523
N1 -0.44615 0.14432 -1.32646  -0.633
C2 0.58220 -0.60836 -0.67573  -0.222
C3 1.02706 0.05965 0.69370  -0.427
C4 -0.17802 0.48149 1.66593  -0.228
N2 -1.11458 -0.69677 2.00460  -0.846
H1 0.83351 0.55163 -2.99452  0.124
H2 -1.35273 0.15316 -0.95390  0.405
H3 0.16405 -1.66798 -0.43577  0.188
H4 1.48427 -0.79294 -1.30787  0.216
H5 1.64020 0.99553 0.65263  0.210
H6 1.65177 -0.68328 1.16295  0.197
H7 -0.72348 1.35194 1.17931  0.194
H8 0.16108 0.92845 2.58174  0.198
H9 -1.87760 -0.71999 1.40035  0.352
H10 -0.60575 -1.53979 2.03050  0.354

---

#x
DFT (ωB97M-V/def2-TZVPD) results for C4H10N2O in the gas phase.

Calculated values
E_HOMO ... -9.12 eV
Molar mass ... 102.14 u
Structure (SMILES) ... CN(C)C(=O)CN
Kohn-Sham gap ... 9.981 eV

Each line ends with the natural charge from an NBO analysis.
Element x y z (Å)
N1 -1.39823 1.45821 2.11426  -0.817
C1 -0.27411 0.87889 1.42378  -0.320
C2 -0.65000 0.23187 0.08227  0.674
N2 0.39499 -0.23747 -0.68529  -0.468
C3 0.24323 -0.42472 -2.10992  -0.415
C4 1.30967 -1.24762 -0.10727  -0.405
O1 -1.79796 0.22414 -0.31032  -0.599
H1 -1.57677 2.39606 1.79946  0.359
H2 -2.19986 0.91196 1.87887  0.372
H3 0.58321 1.54484 1.34162  0.219
H4 0.17687 0.05616 1.99420  0.195
H5 1.16409 -0.61596 -2.64658  0.204
H6 -0.18714 0.50883 -2.48925  0.214
H7 -0.47451 -1.19412 -2.42026  0.193
H8 0.88608 -2.25487 -0.11648  0.188
H9 2.24397 -1.25811 -0.66377  0.203
H10 1.55650 -0.97809 0.91470  0.205

---

It is #w that is the least stable of them.